# 1
12
Properties=species:S:1:pos:R:3:lowdin_charge:R:1 method="wB97M-V/def2-TZVPD" smiles="O=C[C@H]1CN1C=O" homo_energy_ev=-10.2
O -2.27 -0.46 1.43 0.0685
C -1.46 -0.14 0.60 -0.2166
C -0.13 -0.81 0.48 -0.1837
C 0.51 -0.84 -0.87 -0.0775
N 1.07 -0.01 0.16 -0.0119
C 0.94 1.39 0.03 -0.2953
O 0.50 1.96 -0.94 0.0646
H -1.67 0.66 -0.14 0.1331
H 0.03 -1.63 1.18 0.1465
H 0.00 -0.34 -1.70 0.1181
H 1.12 -1.70 -1.13 0.1176
H 1.35 1.93 0.90 0.1366

# 2
180
Properties=species:S:1:pos:R:3:lowdin_charge:R:1 method="wB97M-V/def2-TZVPD" homo_energy_ev=-8.0
C -3.32 -1.89 5.22 -0.0215
C -2.97 -0.44 4.80 -0.4980
C -3.30 0.47 5.99 -0.1546
C -2.76 1.87 5.84 -0.1603
C -1.24 1.75 5.67 -0.1355
C -0.73 0.87 4.51 -0.4696
N -1.56 -0.37 4.50 -0.0939
O -1.11 -1.26 3.49 -0.0366
C -0.94 1.66 3.19 -0.0057
C 0.73 0.50 4.77 -0.0237
C -3.89 -0.03 3.61 -0.0178
H -3.04 -2.56 4.40 0.0447
H -4.39 -2.01 5.35 0.0913
H -2.83 -2.12 6.17 0.0886
H -4.36 0.40 6.26 0.1242
H -2.83 0.05 6.88 0.1213
H -2.95 2.45 6.74 0.1172
H -3.16 2.38 4.96 0.1035
H -0.77 1.39 6.59 0.1230
H -0.79 2.73 5.52 0.1258
H -1.86 2.24 3.19 0.0627
H -0.18 2.44 3.10 0.0804
H -1.02 0.95 2.37 0.0606
H 1.15 1.50 4.89 0.0879
H 0.94 -0.20 5.57 0.0770
H 1.19 0.09 3.87 0.0638
H -4.48 -0.84 3.17 0.0606
H -3.37 0.55 2.85 0.0574
H -4.68 0.67 3.90 0.0869
H -0.66 -1.93 4.01 0.1076
C -0.06 1.00 -8.22 -0.0446
C -0.57 1.32 -6.80 -0.4901
C -2.07 1.69 -6.97 -0.1274
C -2.83 1.62 -5.65 -0.1835
C -2.58 0.25 -4.96 -0.1273
C -1.09 -0.14 -4.80 -0.4891
N -0.37 0.08 -6.04 -0.0906
O 1.02 -0.09 -5.87 -0.0233
C -0.56 0.64 -3.58 -0.0154
C -1.13 -1.62 -4.46 -0.0378
C 0.17 2.57 -6.26 -0.0183
H -0.50 0.07 -8.59 0.0854
H 1.02 0.95 -8.33 0.0801
H -0.42 1.75 -8.93 0.0836
H -1.99 2.77 -7.10 0.1129
H -2.59 1.16 -7.76 0.1229
H -3.89 1.79 -5.81 0.1133
H -2.49 2.36 -4.92 0.0821
H -3.03 -0.43 -5.69 0.1156
H -3.13 0.19 -4.01 0.1119
H -1.00 1.63 -3.44 0.0706
H -0.75 0.12 -2.64 0.0743
H 0.51 0.82 -3.60 0.0627
H -1.80 -2.18 -5.14 0.0840
H -0.15 -2.10 -4.53 0.0690
H -1.55 -1.93 -3.50 0.0818
H -0.23 2.83 -5.27 0.0732
H 0.02 3.35 -7.00 0.0883
H 1.24 2.48 -6.10 0.0505
H 1.27 -0.89 -6.35 0.1120
C -2.57 1.54 -0.78 -0.0336
C -3.29 2.88 -0.76 -0.5028
C -4.63 2.66 -0.03 -0.1450
C -5.40 3.93 0.28 -0.1584
C -4.47 4.80 1.15 -0.1374
C -3.04 5.03 0.67 -0.5074
N -2.52 3.84 0.02 -0.0967
O -1.14 3.92 -0.36 0.0090
C -3.01 6.30 -0.21 -0.0244
C -2.11 5.29 1.89 -0.0203
C -3.64 3.31 -2.21 -0.0126
H -1.58 1.65 -1.21 0.0607
H -3.12 0.73 -1.26 0.0680
H -2.50 1.24 0.27 0.0781
H -5.16 1.92 -0.65 0.1189
H -4.45 2.10 0.90 0.1101
H -6.19 3.62 0.97 0.1089
H -5.79 4.55 -0.52 0.1083
H -4.42 4.33 2.14 0.1123
H -4.99 5.74 1.36 0.1157
H -3.46 6.10 -1.19 0.0745
H -3.60 7.08 0.28 0.0778
H -2.03 6.76 -0.33 0.0803
H -1.16 5.69 1.52 0.0789
H -2.43 6.14 2.50 0.0897
H -2.02 4.33 2.40 0.0642
H -4.04 2.42 -2.71 0.0762
H -2.77 3.55 -2.83 0.0775
H -4.32 4.15 -2.21 0.0697
H -0.81 3.17 0.16 0.0783
C 0.85 -6.69 1.14 -0.0234
C 1.15 -5.22 0.84 -0.4789
C 2.59 -4.88 1.16 -0.1550
C 3.58 -5.30 0.10 -0.1885
C 3.23 -4.67 -1.23 -0.1318
C 1.76 -4.95 -1.62 -0.4736
N 0.81 -4.70 -0.52 -0.1042
O -0.51 -4.93 -0.88 -0.0264
C 1.40 -3.94 -2.73 -0.0395
C 1.70 -6.36 -2.24 -0.0234
C 0.34 -4.37 1.83 -0.0321
H -0.18 -6.95 0.91 0.0886
H 1.21 -7.06 2.10 0.0860
H 1.37 -7.37 0.45 0.0622
H 2.78 -3.81 1.26 0.0908
H 2.93 -5.38 2.08 0.1169
H 3.64 -6.39 -0.01 0.1145
H 4.60 -5.10 0.46 0.1144
H 3.87 -5.09 -2.01 0.1158
H 3.53 -3.62 -1.16 0.1174
H 0.35 -4.01 -3.02 0.0725
H 1.65 -2.91 -2.49 0.0698
H 1.95 -4.18 -3.64 0.0899
H 1.56 -7.08 -1.42 0.0565
H 0.85 -6.56 -2.89 0.0845
H 2.61 -6.76 -2.71 0.0832
H -0.74 -4.45 1.65 0.0638
H 0.56 -3.30 1.82 0.0659
H 0.36 -4.76 2.85 0.0852
H -0.93 -4.05 -0.78 0.0425
C 3.09 -4.34 5.15 -0.2592
S 2.99 -2.51 5.23 0.8098
O 4.17 -2.07 6.05 -0.5560
C 3.49 -2.19 3.50 -0.2458
H 4.06 -4.68 4.78 0.0561
H 2.38 -4.81 4.46 0.0293
H 2.87 -4.77 6.12 0.0474
H 4.32 -2.82 3.21 0.0621
H 3.84 -1.16 3.44 0.0433
H 2.52 -2.28 3.01 0.0168
C -4.20 -1.32 0.37 -0.2399
S -3.49 -2.99 0.17 0.8871
O -2.08 -2.80 -0.26 -0.5560
C -3.51 -3.50 1.93 -0.2376
H -5.23 -1.36 0.75 0.0641
H -4.19 -0.83 -0.59 0.0344
H -3.66 -0.87 1.21 0.0188
H -4.55 -3.50 2.27 0.0603
H -2.87 -2.83 2.51 0.0191
H -3.19 -4.54 1.95 0.0508
C 2.92 3.40 -3.71 -0.2580
S 3.88 2.27 -4.75 0.8242
O 5.31 2.75 -4.75 -0.5752
C 3.74 0.84 -3.63 -0.2597
H 2.78 4.39 -4.15 0.0558
H 3.39 3.48 -2.73 0.0535
H 1.92 2.97 -3.71 0.0269
H 4.46 0.10 -3.98 0.0487
H 2.77 0.34 -3.57 0.0347
H 3.93 1.05 -2.57 0.0380
C 1.38 -1.32 0.00 -0.1206
C 0.26 -0.57 0.73 -0.1070
O 0.44 0.79 0.33 0.0309
C 1.35 0.84 -0.67 -0.5877
O 1.63 1.84 -1.27 0.1420
O 1.89 -0.36 -0.88 0.0736
H 0.87 -2.16 -0.46 0.1065
H 2.14 -1.70 0.69 0.1053
H 0.28 -0.74 1.81 0.0924
H -0.68 -0.94 0.33 0.1066
C 6.91 1.23 -1.04 -0.1242
C 7.73 0.25 -0.18 -0.0891
O 6.68 -0.47 0.46 0.0827
C 5.56 0.21 0.43 -0.5681
O 4.51 -0.06 0.96 0.1475
O 5.74 1.36 -0.27 0.0482
H 6.74 0.81 -2.04 0.1294
H 7.43 2.16 -1.23 0.1377
H 8.36 0.79 0.52 0.1331
H 8.34 -0.44 -0.77 0.1330
C 3.91 3.13 2.45 -0.1189
C 2.43 2.97 2.38 -0.1274
O 1.93 4.18 2.95 0.0655
C 2.96 4.94 3.39 -0.5617
O 2.84 5.98 3.95 0.1675
O 4.16 4.38 3.08 0.0755
H 4.36 2.98 1.47 0.1229
H 4.34 2.40 3.14 0.1333
H 2.11 2.15 3.03 0.0989
H 2.05 2.71 1.39 0.1220

# 3
53
Properties=species:S:1:pos:R:3:lowdin_charge:R:1 method="wB97M-V/def2-TZVPD" smiles="Cc1sc2ncn(CC(=O)NCCCC(=O)NCc3ccc(F)cc3)c(=O)c2c1C" homo_energy_ev=-8.3
C -1.64 -5.98 1.45 -0.0964
C -1.49 -4.83 0.53 -0.5247
S -1.86 -5.01 -1.17 1.1176
C -1.43 -3.37 -1.46 -0.5358
N -1.46 -2.81 -2.69 0.0790
C -1.05 -1.59 -2.75 -0.1185
N -0.63 -0.85 -1.70 0.0447
C -0.10 0.48 -1.91 -0.0342
C -1.12 1.62 -1.71 -0.4877
O -1.42 2.36 -2.62 0.0505
N -1.58 1.71 -0.46 0.0922
C -2.54 2.72 -0.06 -0.1679
C -1.91 3.83 0.77 -0.1602
C -0.73 4.49 0.05 -0.0932
C 0.59 3.89 0.51 -0.5032
O 0.91 3.85 1.67 0.0556
N 1.39 3.42 -0.48 0.0850
C 2.72 2.91 -0.21 -0.1199
C 2.73 1.43 0.08 -0.2244
C 3.18 0.52 -0.87 -0.0576
C 3.15 -0.84 -0.61 -0.0090
C 2.68 -1.28 0.61 -0.2803
F 2.64 -2.60 0.87 0.0561
C 2.24 -0.39 1.58 -0.0082
C 2.27 0.96 1.31 -0.0172
C -0.66 -1.34 -0.38 -0.3305
O -0.39 -0.59 0.55 0.0366
C -1.03 -2.72 -0.30 -0.1037
C -1.07 -3.57 0.85 -0.2580
C -0.66 -3.15 2.22 -0.0179
H -1.99 -6.86 0.91 0.0664
H -2.36 -5.75 2.24 0.0848
H -0.69 -6.21 1.93 0.0877
H -1.04 -1.11 -3.72 0.1408
H 0.29 0.55 -2.92 0.1369
H 0.72 0.63 -1.19 0.1016
H -1.20 1.08 0.25 0.1189
H -3.34 2.24 0.50 0.1219
H -2.95 3.13 -0.98 0.1224
H -2.69 4.57 0.98 0.1113
H -1.56 3.44 1.73 0.1115
H -0.69 5.55 0.32 0.1252
H -0.85 4.42 -1.03 0.1068
H 1.05 3.39 -1.43 0.1347
H 3.36 3.14 -1.06 0.1237
H 3.08 3.45 0.68 0.1295
H 3.54 0.87 -1.82 0.1149
H 3.49 -1.56 -1.34 0.1186
H 1.88 -0.76 2.53 0.1220
H 1.92 1.67 2.04 0.1129
H 0.33 -3.55 2.45 0.0895
H -1.36 -3.53 2.96 0.0823
H -0.62 -2.07 2.28 0.0670

# 4
4
Properties=species:S:1:pos:R:3:lowdin_charge:R:1 method="wB97M-V/def2-TZVPD" homo_energy_ev=-10.7
N 0.20 -0.52 -0.34 -0.0341
O -0.99 0.21 -0.05 -0.0991
O -0.23 -0.47 0.90 -0.1009
H 1.02 0.78 -0.50 0.2341

# 5
74
Properties=species:S:1:pos:R:3:mulliken_spin:R:1 method="wB97M-V/def2-TZVPD" s2=8.793 spin_multiplicity=6 total_charge=+3 homo_energy_ev="-15.4 / -16.4"
Ir 0.16 -0.25 -0.53 2.3131
C -2.87 -2.89 -1.92 0.0144
C -2.17 -2.26 -3.09 0.0187
C -2.06 -2.90 -4.29 0.0950
C -1.40 -2.28 -5.38 0.2145
C -0.82 -1.00 -5.26 0.0904
C -0.89 -0.31 -4.08 0.1053
C -0.28 1.04 -3.89 0.0576
C -1.61 -0.94 -2.99 0.3032
N -1.71 -0.23 -1.81 0.0361
C -2.76 0.33 -1.33 0.1447
C -4.05 0.42 -2.06 -0.0019
C -2.60 0.99 -0.01 0.0034
C -3.74 1.76 0.58 0.0074
N -1.47 0.80 0.55 0.0971
C -1.13 1.41 1.81 0.0336
C -0.57 2.68 1.80 0.0019
C -0.42 3.47 0.52 -0.0028
C -0.17 3.22 3.02 -0.0072
C -0.33 2.50 4.20 0.0125
C -0.91 1.24 4.18 -0.0073
C -1.32 0.67 2.98 -0.0270
C -2.02 -0.66 2.96 -0.0069
H -3.06 -3.94 -2.11 0.0007
H -3.83 -2.41 -1.73 0.0064
H -2.27 -2.81 -1.01 0.0023
H -2.48 -3.89 -4.43 0.0033
H -1.33 -2.80 -6.32 -0.0107
H -0.33 -0.56 -6.12 0.0033
H 0.20 1.39 -4.80 0.0034
H 0.45 1.01 -3.08 0.0028
H -1.04 1.78 -3.60 0.0057
H -4.04 -0.15 -2.99 -0.0027
H -4.26 1.47 -2.30 0.0032
H -4.88 0.09 -1.43 0.0054
H -4.09 2.52 -0.12 0.0029
H -3.45 2.24 1.51 0.0003
H -4.58 1.09 0.78 0.0010
H -0.12 2.84 -0.32 0.0055
H 0.33 4.26 0.64 0.0009
H -1.35 3.97 0.26 0.0026
H 0.27 4.21 3.04 0.0001
H -0.02 2.94 5.14 0.0001
H -1.05 0.70 5.10 0.0000
H -1.81 -1.23 3.86 0.0008
H -1.74 -1.26 2.09 0.0063
H -3.11 -0.53 2.92 0.0007
N 5.70 1.82 1.28 0.0417
C 4.49 1.42 0.88 0.0179
C 4.23 1.13 -0.48 0.0251
C 2.98 0.75 -0.86 0.0178
N 1.93 0.63 0.01 0.1469
C 2.19 0.91 1.32 0.0739
C 3.41 1.29 1.78 0.0011
H 6.46 1.95 0.63 -0.0016
H 5.87 2.07 2.24 -0.0016
H 5.01 1.22 -1.23 0.0009
H 2.76 0.55 -1.90 -0.0145
H 1.35 0.83 1.99 -0.0213
H 3.53 1.51 2.83 0.0015
Cl 5.25 -2.25 3.44 0.1268
C 3.86 -2.29 2.50 0.2922
C 2.59 -2.25 3.12 0.0112
C 1.47 -2.28 2.35 0.1011
C 1.55 -2.37 0.92 0.1476
C 0.37 -2.42 0.12 0.3055
C 2.85 -2.43 0.33 0.1355
C 3.98 -2.39 1.09 0.0089
H 2.53 -2.21 4.20 -0.0010
H 0.49 -2.28 2.82 0.0098
H -0.54 -2.69 0.65 0.0105
H 0.51 -2.92 -0.84 0.0292
H 2.93 -2.55 -0.75 -0.0048
H 4.96 -2.47 0.64 -0.0003

Energy relative to the best compared isomer or geometry (same formula, charge and spin) per entry: 2.021; 0.000; 0.057; 5.793; 0.000 eV